1.
{
  "formula": "C29H31NOPRh",
  "method": "ωB97M-V/def2-TZVPD",
  "elements": ["Rh", "C", "C", "C", "C", "C", "C", "C", "C", "C", "C", "H", "H", "H", "H", "H", "H", "H", "H", "H", "H", "H", "H", "H", "H", "H", "O", "N", "C", "C", "C", "C", "C", "C", "C", "P", "C", "C", "C", "C", "C", "C", "C", "C", "C", "C", "C", "C", "H", "H", "H", "H", "H", "H", "H", "H", "H", "H", "H", "H", "H", "H", "H", "H"],
  "coordinates": [[-0.3506, -1.1851, 0.7902], [-1.7231, -2.0942, -0.8390], [-1.9153, -2.6980, 0.4870], [-2.5556, -1.7755, 1.3195], [-2.6945, -0.5906, 0.5855], [-2.2184, -0.8212, -0.7743], [-2.3886, 0.0786, -1.9371], [-3.3640, 0.6363, 1.0829], [-3.1266, -2.1054, 2.6683], [-1.7011, -4.1228, 0.8666], [-1.2150, -2.7692, -2.0784], [-3.2870, -0.2322, -2.4835], [-1.5534, -0.0011, -2.6281], [-2.5180, 1.1192, -1.6490], [-4.4307, 0.4298, 1.2182], [-3.2627, 1.4710, 0.3948], [-2.9702, 0.9285, 2.0579], [-2.3591, -2.4019, 3.3769], [-3.8119, -2.9507, 2.5765], [-3.6763, -1.2663, 3.0911], [-2.6685, -4.6322, 0.9264], [-1.2463, -4.2054, 1.8545], [-1.0882, -4.6583, 0.1455], [-1.9967, -2.7792, -2.8418], [-0.9175, -3.7979, -1.8908], [-0.3633, -2.2383, -2.5072], [-0.2052, -1.4246, 3.5287], [0.2004, -0.4070, 2.6584], [1.2466, 0.2141, 3.0311], [1.9248, 1.2789, 2.3060], [2.7251, 2.1125, 3.0898], [3.4805, 3.1179, 2.5158], [3.4694, 3.2781, 1.1384], [2.6758, 2.4530, 0.3530], [1.8894, 1.4590, 0.9234], [0.8866, 0.4834, -0.2449], [2.1256, -0.3763, -1.2475], [2.8692, -1.2987, -0.4971], [3.8347, -2.0860, -1.0990], [4.0609, -1.9748, -2.4663], [3.3235, -1.0774, -3.2182], [2.3552, -0.2790, -2.6174], [-0.0566, 1.8114, -1.0251], [-0.8061, 2.5789, -0.1257], [-1.5556, 3.6530, -0.5750], [-1.5744, 3.9678, -1.9304], [-0.8504, 3.2021, -2.8278], [-0.0959, 2.1216, -2.3819], [0.4371, -1.5015, 4.2534], [1.6805, -0.0532, 3.9942], [2.7471, 1.9701, 4.1653], [4.0904, 3.7594, 3.1378], [4.0846, 4.0370, 0.6717], [2.6735, 2.5852, -0.7231], [2.7014, -1.3854, 0.5722], [4.4138, -2.7830, -0.5060], [4.8120, -2.5914, -2.9436], [3.5000, -0.9889, -4.2828], [1.8095, 0.4121, -3.2332], [-0.7902, 2.3380, 0.9332], [-2.1146, 4.2561, 0.1309], [-2.1534, 4.8116, -2.2839], [-0.8641, 3.4446, -3.8834], [0.4518, 1.5436, -3.1036]],
  "lumo_energy_ev": [-7.6, -7.6],
  "spin_multiplicity": 1,
  "total_charge": 2,
  "homo_ha": [-0.52454, -0.52453],
  "gap_ev": [6.6399, 6.6388]
}


2.
{
  "formula": "C26H33N3O5S",
  "method": "ωB97M-V/def2-TZVPD",
  "elements": ["O", "C", "O", "H", "C", "C", "C", "N", "C", "C", "C", "C", "C", "C", "H", "S", "O", "O", "N", "C", "C", "H", "H", "C", "C", "C", "H", "H", "H", "H", "C", "O", "N", "H", "C", "H", "C", "C", "H", "C", "H", "H", "C", "H", "H", "H", "H", "H", "H", "H", "H", "H", "H", "C", "H", "H", "C", "C", "C", "H", "H", "C", "H", "H", "H", "H", "H", "H"],
  "coordinates": [[-0.7126, 3.0242, -2.3624], [0.4372, 3.0097, -2.1471], [1.5147, 2.8809, -3.0109], [1.1090, 2.8589, -3.9661], [0.9494, 3.3452, -0.9754], [1.5158, 4.6248, -0.3491], [1.9515, 4.7717, 1.0589], [2.0974, 3.6019, 1.7307], [1.5392, 2.4704, 1.3885], [1.3411, 1.3837, 2.3732], [1.0105, 0.1899, 2.1726], [0.5020, 0.0556, 0.7226], [0.2791, 1.0203, -0.3666], [0.9862, 2.2093, 0.2249], [0.0316, 0.7930, -1.2802], [-0.4781, -1.4239, 0.3839], [-0.0896, -1.8923, -1.0223], [-0.3558, -2.3882, 1.4300], [-1.9300, -1.1952, 0.1115], [-2.7214, -1.3368, -0.9858], [-4.0538, -1.9085, -0.8986], [-4.7277, -1.0054, -0.3701], [-4.4320, -2.4302, -1.6113], [-4.1004, -2.8786, 0.5009], [-3.2343, -2.4666, 1.4798], [-2.7939, -1.1026, 1.3281], [-3.6644, -0.1543, 1.1392], [-1.9711, -0.8642, 2.1907], [-2.8047, -2.9329, 2.1256], [-4.3388, -2.1832, 2.3873], [-3.3390, -4.3080, -0.1909], [-4.0795, -5.0314, -0.9489], [-2.1264, -4.4653, 0.0631], [-1.6606, -3.6897, 0.4393], [-1.4654, -5.5573, -0.4474], [-2.0502, -6.3486, -0.7551], [-0.2053, -5.3119, -1.5264], [0.9138, -5.6679, -0.4668], [1.3024, -6.7277, -1.0030], [0.7754, -5.6586, 0.9216], [0.4971, -4.7320, 1.2722], [1.3690, -6.1863, 1.6069], [-0.7555, -6.1947, 0.7788], [-0.8246, -7.2825, 0.5580], [-1.1621, -6.0589, 1.6707], [1.7437, -5.1882, -0.9710], [-0.3828, -4.1916, -1.5273], [-0.6041, -5.7611, -2.3973], [-5.0211, -3.3223, 0.4778], [-2.7188, -0.3571, -1.6460], [-2.0700, -2.1493, -1.6828], [0.8253, -0.6720, 2.7289], [1.8040, 1.3722, 3.3371], [2.6412, 5.8328, 1.5174], [2.8470, 5.6274, 2.5971], [2.0832, 6.6818, 1.6148], [4.0743, 6.1401, 0.6175], [3.8937, 6.9167, -0.5737], [3.1736, 5.9680, -1.6003], [3.4400, 5.0230, -1.6164], [3.0572, 6.5434, -2.7071], [1.6026, 5.6950, -1.1861], [1.0921, 5.4605, -2.2092], [1.2336, 6.7634, -0.6962], [3.2352, 7.7992, -0.4646], [4.7695, 7.0845, -1.0356], [4.6158, 6.7764, 1.3354], [4.6199, 5.1011, 0.7127]],
  "lumo_energy_ev": -0.9,
  "spin_multiplicity": 1,
  "total_charge": 0,
  "homo_ha": -0.30029,
  "gap_ev": 7.2363
}


3.
{
  "formula": "C4H4O",
  "method": "ωB97M-V/def2-TZVPD",
  "elements": ["C", "C", "C", "C", "O", "H", "H", "H", "H"],
  "coordinates": [[0.3987, 1.1767, 0.7070], [0.6003, 2.0786, 1.5903], [0.3667, -1.1480, 0.8158], [0.3029, 0.0514, -0.1324], [0.7546, -0.9185, 1.9314], [0.1472, 1.5036, 2.4367], [-0.7369, 0.0533, -0.7966], [-0.0328, -2.0533, 0.5432], [1.1447, -0.1286, -0.8973]],
  "lumo_energy_ev": [0.8, -2.5],
  "spin_multiplicity": 3,
  "total_charge": 0,
  "homo_ha": [-0.23210, -0.36780],
  "gap_ev": [7.1270, 7.5174]
}


4.
{
  "formula": "C21H29GeN4O3PtS",
  "method": "ωB97M-V/def2-TZVPD",
  "elements": ["Pt", "S", "C", "N", "N", "C", "C", "C", "C", "C", "C", "N", "N", "C", "C", "C", "C", "C", "C", "H", "H", "H", "H", "H", "H", "H", "H", "H", "H", "H", "C", "C", "C", "O", "C", "O", "O", "H", "H", "H", "H", "H", "H", "H", "C", "Ge", "C", "C", "C", "H", "H", "H", "H", "H", "H", "H", "H", "H", "H", "H"],
  "coordinates": [[0.3058, 0.1842, -0.4739], [0.4212, -0.0180, 1.8950], [1.7535, -1.1899, 1.7779], [2.1064, -1.9370, 2.8120], [1.4139, -1.8024, 3.9348], [1.6849, -2.5039, 5.0666], [2.7542, -3.4128, 5.1038], [3.0336, -4.0951, 6.2663], [2.2665, -3.8975, 7.4092], [1.2015, -3.0053, 7.3759], [0.9091, -2.3086, 6.2214], [2.4766, -1.2849, 0.6935], [2.1509, -0.6186, -0.4168], [3.2441, -0.4452, -1.2350], [4.5567, -0.5864, -0.7384], [5.6394, -0.4730, -1.5825], [5.4682, -0.2216, -2.9369], [4.1819, -0.0448, -3.4263], [3.0906, -0.1458, -2.5925], [0.6357, -1.1345, 3.9306], [3.3390, -3.5524, 4.2077], [3.8637, -4.7890, 6.2913], [2.4978, -4.4346, 8.3188], [0.5979, -2.8507, 8.2618], [0.0868, -1.6056, 6.1906], [4.6957, -0.7884, 0.3134], [6.6377, -0.5882, -1.1811], [6.3221, -0.1828, -3.5997], [4.0264, 0.1516, -4.4778], [2.0883, -0.0291, -2.9645], [-3.6967, -1.1090, 1.4203], [-2.9807, -0.6964, 0.1281], [-3.9055, -0.8982, -1.0763], [-1.7898, -1.4564, -0.0241], [-2.6259, 0.8428, 0.1972], [-3.5356, 1.5924, 0.5303], [-1.4732, 1.2239, -0.1373], [-4.2770, -2.0210, 1.2717], [-4.3550, -0.3015, 1.7278], [-2.9601, -1.2831, 2.2034], [-4.1958, -1.9493, -1.1568], [-3.4151, -0.5954, -2.0010], [-4.7989, -0.2949, -0.9485], [-1.9934, -2.2789, -0.4805], [-1.6900, 0.4975, -5.3692], [0.0195, 0.1791, -4.3543], [0.7244, -1.5737, -5.0109], [1.2240, 1.6348, -5.0050], [-0.4443, 0.2860, -2.4380], [-1.5089, 0.5041, -6.4414], [-2.1075, 1.4632, -5.0941], [-2.4375, -0.2633, -5.1575], [0.8087, -1.5513, -6.0938], [0.0522, -2.3830, -4.7420], [1.7017, -1.7930, -4.5937], [1.3713, 1.5371, -6.0776], [2.1932, 1.6229, -4.5197], [0.7661, 2.6010, -4.8123], [-1.2864, -0.4127, -2.3606], [-0.8946, 1.2874, -2.3761]],
  "lumo_energy_ev": [1.3, 1.4],
  "spin_multiplicity": 1,
  "total_charge": -1,
  "homo_ha": [-0.16933, -0.16254],
  "gap_ev": [5.9224, 5.8479]
}


The records above give, respectively, relative energy (zero: lowest compared OMol25 entry of this formula, charge and spin) values of 163.28; 2144.04; 329.00; 111.48 kJ/mol.